[1]
Below is a molecular structure, C28H39AgF2IN4O4Si, with properties calculated with wB97M-V/def2-TZVPD.

Calculated values
Lowest unoccupied orbital energy = -5.56 eV
Frontier orbital gap = 6.0069 eV

The geometry in ORCA input format:
```
! wB97M-V def2-TZVPD RIJCOSX def2/J DEFGRID3
* xyz 1 1
C 2.08 2.68 -1.57
C -2.65 -2.51 4.74
H 2.88 2.09 -2.03
C -4.38 -1.27 1.78
H -4.00 -0.64 3.77
H 1.22 5.12 1.31
H -1.58 -3.48 -2.85
C 4.06 -0.76 -2.75
H 0.19 2.54 -0.66
C 4.24 4.69 -0.83
C -4.27 -1.45 -0.77
H -1.78 -1.84 4.66
H 1.20 1.17 -0.26
Ag -1.12 1.77 -4.58
H -2.71 -2.20 0.65
H 4.57 5.43 -0.10
H 1.67 3.38 -2.31
H -4.11 -3.68 -3.24
H 4.15 -1.27 0.43
H -4.75 -2.22 -1.35
I 0.04 -3.22 -0.48
C -2.16 -3.89 5.16
C 3.10 2.67 1.30
H -4.64 -0.24 1.53
H -4.23 -3.05 0.64
H -1.93 -3.85 6.22
F 0.64 1.48 -3.45
C 1.44 5.13 0.24
C 0.90 1.82 -1.08
C 3.64 1.05 3.41
C -0.22 -0.91 -3.53
H 5.05 4.02 -1.09
C 2.73 -0.61 -3.02
H 3.94 5.27 -1.71
H 5.09 2.29 0.64
H -3.73 -0.23 -2.41
C 2.42 1.64 3.31
C 0.36 -0.49 -2.13
H 3.88 0.39 4.23
C 4.34 2.08 1.40
H -2.09 -0.14 -3.67
C -3.79 -2.05 0.58
H 5.58 0.82 2.53
H -2.97 -4.60 4.98
N -3.49 -2.89 -3.35
O -3.29 -2.55 3.47
H -2.76 -3.48 -1.48
C 0.16 1.08 -2.18
H 1.87 6.10 -0.01
C 2.13 2.46 2.25
H -2.52 -0.77 2.75
C -1.98 -1.49 -2.06
C 3.77 -1.09 -0.56
C 2.42 -0.93 -0.74
H 4.74 -0.68 -3.60
H -2.91 0.17 -0.94
C -3.49 -1.23 3.01
H -3.12 -2.96 -4.29
H 0.55 4.97 -0.36
C -2.40 -2.96 -2.36
H -3.32 -2.06 5.49
O -0.28 -0.31 1.99
C 4.60 1.27 2.47
H -5.05 -0.73 -0.52
O -0.77 -0.42 -0.07
C -0.65 -1.28 -1.24
C 1.85 -0.69 -1.96
H 2.39 -0.40 -4.02
H 1.18 2.96 2.15
O 0.37 -1.15 -4.56
C -3.21 -0.67 -1.56
Si 2.72 3.79 -0.16
H 1.66 1.46 4.06
H -5.30 -1.77 2.07
H 1.79 -0.99 0.14
N 4.62 -1.00 -1.58
H -1.28 -4.14 4.58
F -1.17 1.47 -2.13
N -0.46 -1.06 1.12
N -1.65 -1.02 -3.43
*
```

---

[2]
Below is 8 unconnected molecules or ions with the total composition C28H39BN7, with properties calculated with wB97M-V/def2-TZVPD.

Calculated values
Lowest unoccupied orbital energy = 2.44 eV
Frontier orbital gap = 7.4736 eV
Energy relative to the best compared isomer or geometry (same formula, charge and spin) = 247.4 kcal/mol

The geometry in ORCA input format:
```
! wB97M-V def2-TZVPD RIJCOSX def2/J DEFGRID3
* xyz -1 1
C 2.28 -1.22 3.21
H -3.46 -4.01 1.19
C -1.80 5.45 0.15
C 4.07 2.73 1.31
H 0.39 -1.95 0.55
H -2.67 6.12 -0.10
C -4.42 0.63 -4.44
C -3.34 1.14 -2.41
H -1.69 -4.83 3.29
H -2.51 -0.49 -5.06
N 5.56 1.71 -0.04
C 4.18 1.84 0.21
N -2.37 2.16 1.35
H -0.25 0.61 -0.46
H 3.06 3.14 1.84
C -0.24 -3.84 -4.05
N 3.33 -0.64 2.39
C 0.21 -4.84 -2.05
H 6.07 1.02 -0.63
C 4.60 -0.71 2.94
H 3.17 -0.16 1.41
H -0.74 6.25 2.06
H -2.99 1.26 -1.31
H 3.40 1.54 -0.39
C 3.08 -1.78 4.44
C -2.46 0.87 1.81
H 5.18 -1.59 4.94
H 2.67 -2.41 5.43
C -1.51 -4.16 2.42
B 0.53 -0.04 -1.25
H -1.46 -0.12 -2.58
C 4.49 -1.49 4.23
H -0.45 -3.11 -4.73
H -2.16 -1.91 -0.15
C -4.54 1.44 0.82
H -1.78 4.07 -1.79
H 1.18 0.87 -1.67
H -0.04 -7.06 -3.05
C 6.31 2.35 1.00
H -5.27 2.14 -2.77
C -4.59 1.51 -3.20
C 5.50 3.07 1.80
H 1.36 -0.64 -0.60
C -3.07 0.05 -4.30
C -3.51 2.53 0.72
H 0.03 2.81 -0.36
C -0.02 -5.36 -4.42
C -3.83 0.28 1.53
N 0.21 -3.66 -2.65
H 0.42 -4.95 -1.05
N -2.50 0.31 -3.11
H 1.40 -1.16 2.94
C 0.08 -5.97 -2.99
H -5.05 0.50 -5.24
H 7.34 2.32 1.06
H -3.65 3.58 0.26
H -5.60 1.27 0.30
H 5.64 3.93 2.60
H -4.13 -0.82 1.80
N -0.40 3.61 -0.15
H 0.77 3.69 1.69
C -2.48 -3.71 1.42
C -1.83 -2.52 0.59
C 0.01 4.29 0.98
C -0.19 -3.41 2.08
C -0.79 5.53 1.13
H 0.48 -2.70 -2.33
N -0.53 -2.49 1.07
H -1.57 2.61 1.24
H -0.41 -5.83 -5.25
H 5.61 -0.14 2.69
H -1.64 0.52 2.14
C -1.46 4.25 -0.79
H 0.81 -3.54 2.58
H -0.01 -0.73 -2.22
*
```

---

[3]
Below is a molecular structure, C28H39BeCl3F4IMgN5O13PS3, with properties calculated with wB97M-V/def2-TZVPD.

Calculated values
Lowest unoccupied orbital energy = -6.91 eV
Frontier orbital gap = 1.6914 eV

The geometry in ORCA input format:
```
! wB97M-V def2-TZVPD RIJCOSX def2/J DEFGRID3
* xyz 1 1
C -0.40 -1.09 -0.74
Cl -0.21 -5.75 -5.47
S -1.10 -0.89 0.97
O 0.91 -2.01 -3.68
C -0.15 0.36 -1.27
N -0.49 3.73 1.21
S 4.94 1.34 -0.93
Mg 1.98 3.57 -2.99
H 0.36 2.17 -0.16
O -5.32 2.92 -2.82
H 0.34 0.34 -2.27
H -6.59 1.22 -5.35
H -2.49 -5.25 0.51
H -7.58 1.62 -3.95
P -1.11 -5.51 0.27
C -1.52 -1.80 -1.68
H 0.94 3.60 4.00
H 1.47 -5.76 -3.75
H -2.44 -3.37 -0.52
O 3.19 3.36 2.56
O -2.54 0.04 -4.30
N 6.11 -0.85 0.40
H -5.83 3.53 -5.55
O 2.12 -3.84 -0.59
H -1.08 0.95 -1.35
N -1.25 -1.37 -3.08
H 4.81 0.75 9.37
H -5.62 0.87 -2.82
Cl -0.14 -7.62 -7.69
H -7.53 3.76 -5.12
C -0.27 -2.12 -3.78
C 5.47 -0.33 -0.64
O -1.03 -6.86 -0.38
H -0.32 -5.57 1.44
C -2.41 -1.07 -3.90
F -0.16 3.24 5.92
H -5.56 4.84 -3.56
C 1.77 3.09 4.51
H 3.70 4.01 3.06
H 3.26 0.79 0.70
F -0.43 2.30 7.23
C -2.19 5.30 -0.02
H -1.69 6.22 -0.32
C 3.79 0.39 9.21
C 0.12 -5.02 -2.09
C -0.33 -5.93 -7.23
O 3.36 1.02 6.99
C 0.71 -5.45 -3.05
H -1.32 -5.60 -7.54
O -4.68 -4.44 -1.82
C -1.22 4.42 0.66
H 3.58 -0.37 9.97
C 3.65 -0.14 7.79
Cl 0.87 -4.92 -8.04
C -0.47 -4.19 -0.97
H 1.38 2.36 5.20
H 2.32 3.84 5.06
H 2.41 0.52 -1.70
H -2.59 4.80 -0.90
N -2.42 -4.07 -2.49
F -3.31 -1.98 -4.29
C 0.83 1.17 -0.34
H 2.11 1.67 2.92
H 3.50 1.91 3.99
I -3.45 -0.85 -1.14
F -0.75 -2.99 -4.69
C 2.67 2.41 3.49
C -5.47 1.68 -3.53
C -3.57 -4.38 -2.14
C 2.84 2.00 7.77
H 3.15 2.36 9.87
H -3.00 5.54 0.66
C -6.65 1.86 -4.47
C 2.19 1.45 -1.14
C 5.79 -2.42 -1.04
H 1.80 1.24 9.47
H -6.99 4.12 -2.79
C -6.13 3.92 -3.45
C -1.74 -3.33 -1.39
C 2.82 1.56 9.21
C -6.59 3.34 -4.78
H 3.28 2.58 0.42
O 5.23 -1.30 -1.58
O 0.88 -1.72 -0.75
S 0.88 -3.24 -0.15
O 2.44 3.04 7.33
H 1.14 0.62 0.57
O 0.85 -3.31 1.32
H 2.12 2.35 -1.78
H -1.47 0.42 1.02
H 4.57 -0.61 7.43
H 0.29 4.42 -2.05
H 2.83 -0.85 7.69
O 0.89 3.92 -1.49
C 3.33 1.58 -0.06
H 5.73 -3.36 -1.58
Be 2.11 -4.22 2.90
N 6.32 -2.16 0.15
H -4.54 1.50 -4.08
*
```

---

[4]
Below is 3 unconnected molecules or ions with the total composition C28H39BrClN3O9P2, with properties calculated with wB97M-V/def2-TZVPD.

Calculated values
Lowest unoccupied orbital energy = -1.98 eV
Frontier orbital gap = 6.6887 eV

The geometry in ORCA input format:
```
! wB97M-V def2-TZVPD RIJCOSX def2/J DEFGRID3
* xyz 0 1
N -3.67 0.30 1.64
O -1.35 4.76 -0.41
C -0.35 -3.58 0.53
O 3.66 2.84 -2.82
C -2.22 6.83 0.33
H -3.55 -6.47 0.71
C 0.97 5.14 -2.49
O -4.83 -4.02 0.79
H 0.01 5.28 -2.00
O -3.22 7.66 3.64
H -3.02 8.58 1.22
C -1.96 -3.34 0.93
H -0.71 -6.73 -0.96
H 3.07 6.86 -4.67
H -5.68 0.83 1.03
H 4.29 0.77 -1.55
H -3.33 2.21 0.46
H -2.14 7.22 -0.68
H 5.66 0.77 1.72
H -1.85 1.02 0.49
H 3.38 -1.85 -0.44
O 0.77 7.24 -3.53
H -2.97 -4.35 2.60
C -2.18 -1.74 0.70
P -3.29 -4.30 -0.06
C -2.79 7.00 2.71
H 1.36 3.22 -1.67
H -0.79 -2.57 -1.58
H -3.35 0.50 -0.53
Br 1.03 -2.51 1.59
C 1.67 -1.62 -1.93
C -5.07 -0.16 1.29
O -1.21 -6.14 3.47
C -3.04 1.08 0.47
H 2.20 -3.68 -0.85
C -1.17 -5.21 2.50
C -2.75 -0.90 1.97
H 6.05 -1.53 2.48
H 2.92 -0.15 1.30
C -1.78 5.43 0.53
N -2.05 -3.95 2.31
Cl 1.51 -4.87 2.14
C 1.69 4.03 -2.31
C -2.35 5.60 2.91
P 0.24 -6.58 0.13
O -2.48 -1.08 3.26
H -5.65 -0.64 2.21
C 5.27 -1.49 1.58
H 1.64 -6.32 -1.57
H 5.85 0.02 -0.08
C -0.14 -5.08 1.24
H -2.42 5.21 3.91
C -1.88 4.87 1.89
H 0.83 -0.97 -1.38
H -1.55 3.85 2.01
H 1.56 -1.50 -3.10
C -0.17 -3.46 -1.10
C 2.74 6.05 -4.04
H 2.36 0.97 -1.33
H 4.42 4.79 -4.34
O -3.03 -6.02 -0.02
C 5.20 0.02 0.92
C 3.00 3.85 -2.98
H -1.24 -1.16 0.29
C -2.69 7.55 1.35
C 3.47 4.94 -3.86
H -3.00 -1.64 -0.17
O -3.39 -3.86 -1.59
H 0.35 -7.79 0.92
H -4.67 -3.35 1.54
C 3.18 -1.22 -1.43
H 4.22 -1.82 2.02
H 5.63 -2.29 0.77
N 1.74 -6.34 -0.51
H 3.96 -1.48 -2.28
H 1.51 -3.79 -2.61
C 1.40 -3.22 -1.57
H 3.46 1.63 0.97
H -5.14 -0.85 0.34
C 3.64 0.52 0.64
C 1.44 6.23 -3.36
C 3.32 0.39 -0.98
H -0.55 -4.44 -1.66
*
```

---

[5]
Below is a molecular structure, C28H39BrCoN3O6SeSi, with properties calculated with wB97M-V/def2-TZVPD.

Calculated values
Lowest unoccupied orbital energy (spin up / spin down) = -1.42 / -1.53 eV
Frontier orbital gap (spin up / spin down) = 5.4439 / 7.1163 eV
Energy relative to the best compared isomer or geometry (same formula, charge and spin) = 55.7 kcal/mol
<S²> = 6.1372

The geometry in ORCA input format:
```
! wB97M-V def2-TZVPD RIJCOSX def2/J DEFGRID3
* xyz 0 5
H -4.46 3.02 -2.54
O 3.09 -3.20 -2.81
H 0.37 0.67 3.79
H -1.10 -1.18 -0.09
C -4.52 3.80 -0.57
C -1.72 0.40 -4.12
C -3.69 0.01 -2.64
H 0.07 0.16 2.14
N -5.75 1.02 -3.43
H 4.34 -0.76 -1.40
C 2.90 -3.70 0.35
H 6.15 0.85 0.45
Co 0.35 -0.64 -2.82
H -4.60 1.20 -5.72
O -0.42 0.39 -4.17
H 6.02 -0.98 -0.93
Si 2.81 -0.92 1.22
H -3.73 4.51 -0.77
H 5.09 1.16 1.81
H -2.77 4.93 1.31
H 0.05 -2.14 1.46
H 0.55 -2.64 -0.17
H 2.65 0.65 4.74
H 0.28 -3.84 1.07
C -4.52 0.59 -3.67
H 2.44 -4.69 0.40
H 6.61 -1.39 1.48
C 2.14 -2.76 1.29
C 3.03 0.05 3.91
C -3.95 0.85 -4.94
C -6.18 2.83 0.90
O 0.56 -2.42 -2.34
H 1.97 -4.35 2.73
H 1.78 2.35 3.09
H -3.97 6.18 0.86
H 1.68 -2.76 3.44
H 3.02 -0.99 4.22
H 5.43 -1.12 2.76
C -3.19 -0.95 -0.51
H 1.72 1.96 1.37
H 4.87 -2.30 -0.75
H -6.64 2.82 1.88
N -1.39 -0.48 -2.00
C 4.99 -1.23 -0.67
C 4.70 -0.71 0.75
C -5.12 3.73 0.70
H 3.33 -3.28 3.05
Br 1.54 0.34 -0.93
H -7.42 1.32 0.06
C -3.71 5.42 1.60
C -2.59 0.79 -5.16
H 4.49 1.36 0.16
H -3.49 -1.34 0.45
H -2.18 1.06 -6.12
H -3.57 5.90 2.57
C 5.12 0.76 0.80
C 5.56 -1.50 1.75
C 0.66 -2.83 0.89
H 3.26 2.11 2.19
H 2.85 -3.38 -0.68
C -4.13 -0.51 -1.43
H -5.18 -0.59 -1.21
O -4.75 4.48 1.77
H 3.94 -3.81 0.64
C 2.17 0.28 2.66
C 2.24 1.77 2.30
H 0.55 -1.02 3.37
C -6.61 2.01 -0.10
C 0.70 0.00 3.01
Se 1.80 -2.63 -3.49
C -4.94 2.97 -1.57
H 4.06 0.34 3.74
C -1.84 -0.89 -0.82
C -5.97 2.03 -1.36
N -6.33 1.15 -2.31
O 1.91 -0.98 -3.71
C -2.30 -0.03 -2.90
O 1.30 -3.40 -4.74
H 5.32 -2.55 1.75
C 2.29 -3.31 2.72
*
```

---

[6]
Below is a molecular structure, C28H39BrN10PRuS3, with properties calculated with wB97M-V/def2-TZVPD.

Calculated values
Lowest unoccupied orbital energy (spin up / spin down) = -9.14 / -10.91 eV
Frontier orbital gap (spin up / spin down) = 4.0655 / 2.2925 eV
Energy relative to the best compared isomer or geometry (same formula, charge and spin) = 29.9 kcal/mol
<S²> = 6.0257

The geometry in ORCA input format:
```
! wB97M-V def2-TZVPD RIJCOSX def2/J DEFGRID3
* xyz 3 5
C -11.30 -16.31 5.22
C -19.39 -11.78 11.91
H -17.36 -9.02 8.18
H -8.34 -17.73 4.67
H -8.91 -16.23 3.93
C -13.86 -10.49 6.92
C -10.74 -14.57 10.49
H -17.71 -12.77 12.80
H -11.84 -12.10 8.40
N -14.23 -6.65 8.53
C -15.45 -6.52 9.38
H -16.17 -8.37 5.41
C -10.55 -18.40 6.09
C -19.21 -11.39 9.51
C -16.85 -6.51 7.48
H -13.65 -6.01 6.55
N -11.75 -12.86 9.11
H -14.73 -4.96 7.45
C -17.45 -14.23 5.20
C -16.45 -8.61 8.59
N -9.93 -17.91 3.36
H -12.99 -18.95 3.88
C -15.61 -13.49 3.91
S -14.43 -13.28 8.87
N -10.07 -17.07 5.58
H -13.48 -8.40 9.41
H -15.06 -13.49 2.97
H -13.01 -18.12 5.46
H -10.66 -14.09 11.46
C -17.94 -11.92 9.52
H -14.37 -12.02 4.69
H -10.12 -15.43 10.24
H -15.37 -6.89 10.40
C -17.77 -13.12 7.47
S -12.48 -14.95 10.33
N -15.67 -6.59 6.50
H -19.67 -11.12 8.53
H -11.21 -18.20 6.92
C -12.40 -18.38 4.62
H -10.82 -19.82 3.11
H -17.00 -5.41 7.59
C -17.33 -12.38 10.71
N -17.29 -12.17 8.27
C -14.51 -6.00 7.22
H -12.77 -7.96 7.86
H -11.18 -15.24 4.89
H -16.38 -12.90 10.60
H -11.51 -17.58 2.13
C -15.33 -8.01 6.06
H -16.78 -15.23 3.41
P -14.94 -9.07 7.49
H -10.03 -13.89 8.48
H -9.74 -19.09 6.35
H -15.94 -6.11 5.65
Ru -15.31 -11.35 7.66
C -13.72 -8.00 8.38
C -10.47 -13.45 9.47
H -20.96 -10.86 10.73
H -14.58 -8.01 5.31
N -16.63 -7.13 8.77
H -16.25 -8.90 9.59
N -16.02 -12.47 6.03
H -11.98 -16.38 6.06
Br -20.38 -12.13 13.46
C -11.08 -17.10 2.97
H -17.71 -7.06 7.05
H -9.78 -12.64 9.83
C -12.83 -13.57 9.37
N -12.06 -16.99 4.11
H -15.69 -5.48 9.52
C -10.30 -19.26 3.89
C -19.94 -11.31 10.71
H -18.38 -14.71 5.29
C -9.23 -17.18 4.42
S -12.42 -10.68 6.27
C -16.66 -14.40 4.09
H -9.42 -19.81 4.21
N -11.25 -19.14 5.01
H -10.84 -16.08 2.74
C -18.12 -12.32 11.91
H -18.66 -13.78 7.74
C -17.05 -13.35 6.23
C -15.27 -12.63 4.89
*
```

---

Number 1: F_max 0.0486 hartree/bohr. Number 2: F_max 0.2924 hartree/bohr. Number 3: F_max 0.1076 hartree/bohr. Number 4: F_max 0.1746 hartree/bohr. Number 5: F_max 0.0447 hartree/bohr. Number 6: F_max 0.0602 hartree/bohr.